This record from the Open Molecules 2025 dataset describes a single C23H29ClN6O molecule. The level of theory is ωB97M-V/def2-TZVPD.

Element x y z (Å)
1 C 5.716 1.199 -2.505
2 C 6.095 1.412 -1.046
3 C 5.782 0.174 -0.197
4 N 4.367 -0.045 -0.068
5 N 3.726 -0.819 -0.943
6 C 2.454 -0.789 -0.593
7 C 2.260 0.020 0.536
8 C 0.978 0.284 1.250
9 N 0.743 1.710 1.451
10 C -0.437 1.982 2.247
11 C -1.755 1.700 1.513
12 C -1.795 2.482 0.195
13 N -3.007 2.188 -0.538
14 N -3.942 3.125 -0.648
15 C -4.963 2.572 -1.271
16 C -4.696 1.235 -1.584
17 C -3.424 1.021 -1.097
18 N -2.622 -0.127 -1.136
19 C -2.810 -1.213 -0.328
20 O -3.726 -1.317 0.451
21 C -1.720 -2.230 -0.502
22 C -1.348 -2.661 -1.772
23 C -0.326 -3.578 -1.938
24 C 0.347 -4.068 -0.830
25 C -0.011 -3.655 0.440
26 C -1.047 -2.747 0.604
27 Cl -1.468 -2.238 2.198
28 C -0.532 2.228 -0.631
29 C 0.713 2.489 0.230
30 C 3.526 0.490 0.846
31 C 3.957 1.385 1.949
32 H 4.675 0.896 -2.585
33 H 6.329 0.416 -2.945
34 H 5.860 2.113 -3.076
35 H 5.548 2.269 -0.646
36 H 7.162 1.628 -0.966
37 H 6.201 -0.713 -0.678
38 H 6.212 0.280 0.802
39 H 1.724 -1.352 -1.143
40 H 0.172 -0.216 0.692
41 H 1.015 -0.171 2.246
42 H -0.401 3.039 2.530
43 H -0.388 1.383 3.159
44 H -2.598 1.996 2.139
45 H -1.847 0.631 1.321
46 H -1.861 3.553 0.421
47 H -5.846 3.143 -1.478
48 H -5.326 0.527 -2.080
49 H -1.836 -0.130 -1.770
50 H -1.883 -2.289 -2.635
51 H -0.052 -3.904 -2.929
52 H 1.156 -4.771 -0.955
53 H 0.508 -4.028 1.308
54 H -0.494 1.193 -0.970
55 H -0.522 2.876 -1.508
56 H 0.744 3.545 0.516
57 H 1.612 2.263 -0.347
58 H 3.072 1.761 2.455
59 H 4.532 2.229 1.572
60 H 4.576 0.845 2.666

Calculated values
SMILES: CCCn1ncc(CN2CCC(n3nccc3NC(=O)c3ccccc3Cl)CC2)c1C
Frontier orbital gap (hartree): 0.3346
Maximum force (hartree/bohr): 0.0176
Energy above the lowest of the compared OMol25 structures with the same formula, charge and spin (kcal per mole): 15.60
LUMO energy (eV): 0.6
E_tot (hartree): -1757.81549

---

This record from the Open Molecules 2025 dataset describes a single C6H10 molecule at a distorted geometry. The level of theory is ωB97M-V/def2-TZVPD.

Element x y z (Å)
1 C -1.632 -1.749 -1.325
2 C -0.411 -1.195 -1.123
3 C 0.156 -0.290 -0.091
4 C 1.665 -0.143 -0.076
5 C -0.647 0.538 0.589
6 C -0.125 1.726 1.325
7 H -2.268 -2.083 -0.493
8 H -1.802 -1.968 -2.368
9 H 0.383 -1.600 -1.766
10 H 2.249 -0.781 -0.739
11 H 1.613 0.909 -0.318
12 H 2.264 -0.055 0.911
13 H -1.530 0.243 1.119
14 H 0.790 1.582 1.891
15 H 0.183 2.528 0.641
16 H -0.887 2.337 1.822

Calculated values
SMILES: C=C/C(C)=C/C
Frontier orbital gap (hartree): 0.3121
Maximum force (hartree/bohr): 0.0487
Energy above the lowest of the compared OMol25 structures with the same formula, charge and spin (kcal per mole): 71.28
LUMO energy (eV): 0.6
E_tot (hartree): -234.48892

---

This record from the Open Molecules 2025 dataset describes a single C8H14N2O2 molecule at a distorted geometry. The level of theory is ωB97M-V/def2-TZVPD.

Element x y z (Å)
1 C 1.220 -2.630 -2.363
2 O 0.814 -1.567 -1.445
3 C 0.529 -1.914 -0.150
4 O 0.589 -3.055 0.299
5 C 0.216 -0.741 0.809
6 C -0.231 -1.209 2.248
7 C -0.840 0.202 0.202
8 C -0.210 1.617 0.160
9 C -0.075 2.116 -1.267
10 C -0.983 2.642 1.013
11 N 1.129 1.394 0.736
12 N 1.412 0.149 0.921
13 H 1.426 -2.233 -3.352
14 H 2.147 -3.093 -1.983
15 H 0.423 -3.356 -2.459
16 H -1.032 -1.934 2.177
17 H 0.583 -1.710 2.739
18 H -0.526 -0.320 2.835
19 H -1.729 0.244 0.863
20 H -1.179 -0.098 -0.779
21 H -1.081 2.386 -1.620
22 H 0.521 3.029 -1.344
23 H 0.346 1.364 -1.929
24 H -1.048 2.387 2.097
25 H -1.994 2.721 0.648
26 H -0.426 3.607 0.944

Calculated values
SMILES: COC(=O)[C@]1(C)CC(C)(C)N=N1
Frontier orbital gap (hartree): 0.3746
Maximum force (hartree/bohr): 0.0752
Energy above the lowest of the compared OMol25 structures with the same formula, charge and spin (kcal per mole): 14.64
LUMO energy (eV): 0.7
E_tot (hartree): -573.18489

---

This record from the Open Molecules 2025 dataset describes a single C3H6O3 molecule at a distorted geometry. The level of theory is ωB97M-V/def2-TZVPD.

Element x y z (Å)
1 C 1.234 -0.597 -0.713
2 C 0.506 -0.116 0.523
3 O 0.069 1.340 0.447
4 O -0.686 -0.786 0.732
5 C -1.772 0.217 0.427
6 O -2.112 0.534 -0.668
7 H 2.163 -0.045 -0.838
8 H 0.596 -0.485 -1.589
9 H 1.462 -1.656 -0.598
10 H 1.113 -0.126 1.436
11 H -0.153 1.577 -0.468
12 H -2.422 0.143 1.309

Calculated values
SMILES: C[C@@H](O)OC=O
Frontier orbital gap (hartree): 0.4307
Maximum force (hartree/bohr): 0.0679
Energy above the lowest of the compared OMol25 structures with the same formula, charge and spin (kcal per mole): 44.54
LUMO energy (eV): 0.9
E_tot (hartree): -343.58357